No. 1
Below is a molecular structure, C23H26BaClIN4O4Te, with properties calculated with the ωB97M-V functional and the def2-TZVPD basis.

```
61
Properties=species:S:1:pos:R:3:forces:R:3:lowdin_charge:R:1
H -3.925 -1.786 1.205 0.001 0.001 -0.008 0.07
H -1.067 6.707 2.784 -0.001 0.001 0.002 0.09
H -1.864 -1.870 -2.884 -0.008 -0.007 0.006 0.02
H 3.922 -0.018 1.338 0.004 -0.001 0.002 0.08
O -0.351 5.393 4.225 -0.001 -0.002 -0.004 -0.10
O 2.137 1.045 0.140 -0.061 0.020 0.003 -0.09
H 0.319 -1.769 0.174 -0.002 0.003 -0.015 0.03
H -2.218 5.465 3.319 0.000 -0.003 0.000 0.09
H -2.822 -4.195 2.114 -0.002 0.000 0.001 0.08
I 4.791 0.767 -4.823 -0.008 -0.004 -0.004 0.81
H -2.542 -2.643 2.920 -0.001 0.006 0.005 0.07
C -0.081 4.224 2.127 0.002 -0.008 -0.027 0.04
H 3.069 0.126 2.890 -0.002 0.001 0.001 0.08
C 1.153 -1.524 -4.093 -0.014 0.015 -0.005 -0.15
N 0.036 -1.311 -3.364 0.006 0.077 0.001 0.03
N -0.297 -1.002 0.420 0.019 0.018 -0.030 0.04
H -4.081 -0.092 0.759 -0.002 -0.005 -0.002 -0.01
C 1.277 3.711 4.063 -0.012 0.010 -0.002 -0.05
C -1.082 -3.680 0.086 0.011 -0.001 0.003 -0.08
C -3.684 -0.775 1.519 0.011 0.006 0.014 -0.11
C 3.296 -0.691 -4.830 0.043 -0.029 0.053 -0.66
C 2.505 -2.806 -5.653 0.011 0.009 -0.003 -0.63
H 1.521 3.910 5.097 -0.001 0.001 0.002 0.09
O 1.978 0.566 -3.313 0.002 -0.018 -0.015 -0.28
H -0.995 -3.219 -0.896 -0.002 0.006 -0.006 0.07
N -1.760 -2.786 0.990 -0.014 -0.001 -0.001 -0.18
H 4.224 1.373 2.408 0.000 0.001 -0.003 0.07
H -0.867 4.764 1.620 0.000 -0.001 -0.001 0.11
C -2.101 -3.385 2.262 0.008 0.002 -0.003 -0.09
C 1.614 2.452 1.988 -0.004 0.022 0.015 -0.12
H 4.366 -1.953 -6.204 0.001 -0.003 0.000 0.08
C 1.918 2.745 3.333 0.001 -0.009 -0.019 -0.06
H -1.775 6.798 4.416 0.001 -0.001 0.002 0.08
C -1.383 -1.435 0.969 -0.003 -0.010 -0.020 -0.47
C 3.467 0.680 2.037 0.002 -0.007 0.012 -0.03
H -1.214 -3.806 2.761 0.001 -0.003 -0.001 0.08
C 2.347 1.403 1.294 0.031 -0.007 -0.003 -0.41
C 3.466 -1.836 -5.615 -0.014 -0.006 0.010 -0.22
C -0.898 -3.327 -4.212 0.005 -0.005 -0.013 -0.06
Te -3.395 0.741 -2.043 0.067 -0.053 -0.022 -0.78
O 0.198 3.042 0.145 0.051 -0.037 -0.082 -0.25
Ba -0.094 1.066 -1.606 -0.065 0.000 0.127 1.38
H -4.141 -0.574 2.496 0.001 -0.001 -0.004 0.08
C -1.409 6.124 3.644 0.010 -0.003 0.001 -0.11
H 0.318 -4.480 -5.538 0.001 0.000 -0.002 0.08
H 2.694 2.175 3.827 -0.001 0.002 0.002 0.09
C 0.572 3.212 1.335 -0.010 0.032 0.005 -0.41
N -2.238 -0.595 1.616 -0.019 0.006 0.000 -0.16
H -0.782 0.879 1.913 -0.009 0.003 0.003 0.07
H -2.384 1.225 2.602 0.001 0.002 -0.002 0.09
C -1.854 0.802 1.745 0.008 -0.017 0.015 -0.09
Cl 2.756 -4.224 -6.662 -0.001 -0.004 -0.001 0.60
C -0.967 -2.155 -3.435 0.001 -0.005 0.011 -0.17
H -0.077 -3.968 0.434 0.000 -0.002 0.003 0.09
H -1.674 -4.593 -0.015 0.000 0.000 -0.002 0.08
C 0.235 -3.588 -4.930 0.006 0.010 0.015 -0.05
H -2.140 1.362 0.845 0.002 0.000 -0.002 0.02
C 1.309 -2.670 -4.905 -0.018 -0.014 -0.014 -0.19
H -1.747 -3.999 -4.242 -0.003 0.005 0.002 0.10
C 2.165 -0.457 -4.023 -0.042 0.021 -0.032 -0.50
C 0.256 4.453 3.430 0.013 -0.016 0.034 -0.30
```
Positions in Å, forces in eV/Å.

Values from the calculation:
**Kohn-Sham gap**: 3.398 eV
**E_HOMO**: 0.013 Ha
**Total charge**: -2
**Energy**: -67037.4738 eV
**Energy above the lowest of the compared OMol25 structures with the same formula, charge and spin**: 7.4 kcal per mole
**LUMO energy**: 3.75 eV

No. 2
Below is 3 unconnected molecules or ions with the total composition C23H26BrNO10S2 in a non-equilibrium geometry, with properties calculated with the ωB97M-V functional and the def2-TZVPD basis.

```
63
Properties=species:S:1:pos:R:3:forces:R:3:lowdin_charge:R:1
H 4.607 -5.825 -2.551 -0.001 0.002 0.027 0.13
O -1.718 0.707 4.209 -0.339 -0.055 0.768 0.08
O 3.729 -3.992 -0.709 0.065 0.070 -0.270 -0.20
C -2.827 -1.412 2.439 0.106 0.116 0.079 -0.58
C -4.520 2.945 -0.813 -0.089 -0.202 0.294 -0.16
H -4.817 1.080 -1.893 -0.172 0.001 -0.030 0.13
H 3.759 -1.042 -1.217 0.074 -0.143 -0.132 0.09
H 3.671 -7.100 -1.732 -0.169 0.020 -0.045 0.14
C -3.259 -1.905 0.113 0.283 0.420 0.111 -0.04
C -2.547 -0.777 -0.262 -0.038 -0.035 0.390 0.00
H -2.419 -0.505 -1.296 0.019 0.043 -0.140 0.12
H 1.684 -1.322 1.348 -0.119 -0.021 0.020 0.05
H 3.477 -5.770 0.306 0.015 -0.014 -0.022 0.14
H -5.074 2.542 0.038 0.001 -0.014 -0.034 0.14
H 0.550 1.748 4.490 -0.207 -0.120 0.055 0.12
C 3.064 -0.477 -0.604 0.776 0.469 0.138 -0.19
H 2.029 3.436 -0.844 0.114 0.127 -0.122 0.11
C 3.820 -6.028 -1.823 0.275 0.010 -0.101 -0.16
O 2.605 -5.415 -2.276 -0.082 0.051 0.215 -0.19
H -3.958 -3.092 1.732 -0.017 -0.076 0.213 0.10
O -6.064 2.609 -2.522 -0.071 0.059 0.187 -0.19
H 5.146 -5.411 -0.205 0.017 0.183 -0.024 0.14
H 0.332 3.202 -1.232 -0.169 0.080 -0.090 0.11
H 4.299 -1.361 0.905 0.115 -0.057 0.073 0.09
C 1.716 2.683 2.975 0.161 0.149 -0.360 -0.04
N 2.481 -0.920 1.817 0.309 0.176 0.134 0.02
O -1.516 1.742 -0.776 -0.034 0.411 -0.676 0.10
S 2.495 -3.916 -1.724 0.205 -0.334 0.119 0.58
C 4.100 -5.360 -0.492 -0.155 -0.221 0.194 -0.16
O 2.820 -3.007 -2.760 -0.070 0.133 -0.008 -0.22
S -6.302 4.129 -2.078 0.239 -0.229 0.111 0.60
C 1.197 2.740 -0.776 -0.212 -0.394 0.141 -0.14
C -1.964 0.016 0.720 -0.015 -0.052 0.115 -0.08
C -0.152 1.734 1.166 0.259 -0.016 0.165 -0.03
H 2.712 3.513 1.251 0.171 0.093 0.059 0.11
C 1.874 2.942 1.617 -0.605 -0.387 0.074 -0.02
H -3.689 -2.529 -0.655 -0.127 -0.195 0.044 0.11
C 1.556 1.429 -1.493 0.543 0.104 0.355 -0.16
C 3.003 0.960 -1.154 -1.124 -0.240 -0.400 -0.16
O 1.289 -3.802 -0.986 -0.133 0.118 -0.109 -0.22
O -7.489 4.183 -1.305 -0.126 0.039 -0.077 -0.22
C -3.397 -2.213 1.460 -0.081 -0.058 -0.322 -0.11
C 0.941 2.475 0.688 0.146 0.321 0.096 -0.14
H 3.415 1.654 -0.430 0.312 0.104 0.085 0.09
H 2.451 3.072 3.662 0.031 -0.023 0.178 0.11
H 1.414 1.532 -2.564 0.016 0.044 -0.137 0.11
C -1.413 0.627 3.051 0.228 0.057 -0.277 -0.31
H 4.026 0.344 1.162 0.038 0.138 0.089 0.10
H 0.885 0.646 -1.158 -0.315 -0.061 -0.090 0.09
Br -3.062 -1.965 4.233 -0.024 -0.024 -0.119 0.83
C -4.779 2.151 -2.074 0.300 0.027 -0.135 -0.16
C -2.083 -0.280 2.085 -0.300 -0.451 -0.381 -0.10
H -4.038 2.369 -2.845 0.008 0.001 0.034 0.14
H -3.464 3.006 -0.573 -0.014 0.208 -0.071 0.11
H 3.577 1.015 -2.072 0.316 0.159 -0.003 0.11
O -6.105 4.985 -3.190 -0.062 0.140 0.007 -0.22
C 3.540 -0.579 0.857 -0.415 -0.599 -0.128 -0.26
H 2.185 -0.118 2.353 -0.165 0.070 -0.057 0.03
O -5.030 4.253 -1.116 0.007 -0.016 -0.265 -0.19
C -1.216 1.230 0.275 -0.103 -0.380 0.344 -0.29
C 0.641 1.942 3.433 0.270 0.136 0.187 -0.01
C -0.286 1.447 2.532 0.325 0.271 -0.501 -0.08
H 2.101 -0.966 -0.717 -0.189 -0.131 0.026 0.09
```
Positions in Å, forces in eV/Å.

Values from the calculation:
**Kohn-Sham gap**: 7.728 eV
**E_HOMO**: -0.329 Ha
**Total charge**: 0
**Energy**: -137949.3039 eV
**LUMO energy**: -1.23 eV

No. 3
Below is 7 unconnected molecules or ions with the total composition C23H26Cl6N4 in a non-equilibrium geometry, with properties calculated with the ωB97M-V functional and the def2-TZVPD basis.

```
59
Properties=species:S:1:pos:R:3:forces:R:3:lowdin_charge:R:1
N -16.752 -2.238 3.931 -0.050 0.763 -0.012 0.06
C -13.284 -2.691 3.665 0.528 0.012 0.828 -1.01
H -16.780 -0.625 6.615 0.288 -0.419 0.272 0.02
H -21.092 -5.329 9.121 0.227 -0.015 -0.623 0.10
C -21.273 -1.150 7.629 -0.217 -0.936 0.945 -0.06
H -20.378 -2.910 5.024 0.763 -0.350 0.129 0.12
C -20.219 -6.387 6.163 -0.434 0.391 -0.887 -0.20
C -14.543 -5.772 7.357 -0.402 0.178 0.980 -0.21
Cl -17.597 1.464 7.278 0.183 0.098 -0.017 0.53
N -21.146 -2.793 9.371 -1.260 -0.049 1.403 0.05
H -17.615 -0.827 2.636 0.439 0.130 -0.392 0.10
H -20.169 -6.028 5.143 0.117 0.414 0.018 0.11
H -14.262 -4.837 7.884 0.358 -0.793 -0.497 0.11
H -15.888 -8.868 5.638 -0.195 0.197 0.047 0.10
H -22.566 -2.534 10.962 0.420 -0.746 0.298 0.10
Cl -12.695 -2.989 2.034 0.232 -0.117 0.145 0.52
H -12.699 -1.921 4.186 -0.242 -0.174 -0.641 0.03
H -19.800 -8.347 5.510 -0.050 0.194 0.606 0.12
H -20.867 -0.794 6.692 -0.187 0.186 0.008 0.09
C -20.752 -6.005 8.321 -0.100 -0.506 1.764 -0.14
C -14.137 -8.056 6.583 -0.825 1.648 0.125 -0.05
N -15.828 -5.759 7.002 -0.006 -1.365 -0.757 0.06
H -17.881 0.081 5.437 -0.833 -0.305 -0.220 -0.02
Cl -17.951 -2.308 -0.506 0.139 0.173 -0.271 0.53
Cl -20.711 -2.258 0.489 0.090 -0.256 -0.130 0.52
C -20.718 -2.283 8.231 0.213 0.616 0.265 -0.16
Cl -13.215 -4.093 4.781 0.098 -0.088 -0.362 0.51
H -22.647 0.398 7.867 -0.324 -0.454 0.581 0.11
H -19.815 -9.176 7.989 -0.174 -0.066 -0.574 0.11
C -18.289 -3.431 5.355 0.248 0.082 -0.436 -0.07
C -19.088 -1.851 3.754 0.361 0.884 -0.501 -0.11
C -20.504 -7.341 8.641 -0.569 1.507 0.103 -0.07
C -20.037 -7.706 6.372 0.899 -1.825 -0.838 -0.09
C -17.796 -1.580 3.377 0.524 -1.204 0.583 -0.18
Cl -15.783 0.775 5.001 0.326 0.279 0.295 0.53
C -22.304 -0.540 8.331 0.480 1.533 -0.951 -0.08
C -22.711 -0.982 9.587 0.710 -0.890 -1.153 -0.07
C -15.493 -8.001 6.158 1.544 -1.004 0.197 -0.09
C -17.071 0.262 6.097 0.078 0.413 -0.259 -1.04
H -20.689 -7.691 9.612 -0.008 -0.360 1.308 0.09
H -23.427 -0.471 10.175 -0.647 0.451 0.325 0.09
C -16.275 -6.902 6.412 -0.288 1.074 0.080 -0.15
H -17.323 -6.918 6.090 0.380 0.157 0.233 0.09
H -18.527 -4.211 6.049 0.415 -0.100 0.605 0.07
N -20.543 -5.548 7.126 -0.343 1.940 -0.760 0.07
H -12.686 -6.786 7.623 0.404 -0.063 0.080 0.09
H -19.393 -4.135 -0.228 -0.420 0.034 -0.473 0.03
H -18.855 -3.460 1.238 0.330 -0.117 1.525 -0.02
H -14.318 -2.454 3.580 -0.712 0.417 0.018 -0.04
C -19.228 -3.207 0.294 -0.133 0.175 -0.615 -1.03
H -19.804 -2.721 7.874 0.060 -0.326 -0.501 0.09
C -13.684 -6.881 7.245 -0.653 -0.724 -0.950 -0.07
C -20.093 -8.172 7.671 0.471 -1.674 -0.213 -0.09
H -16.188 -3.507 5.481 0.414 -0.213 -0.399 0.08
H -19.846 -1.285 3.229 -0.404 -0.206 0.315 0.09
C -19.312 -2.770 4.758 -2.639 0.359 -0.396 -0.10
C -17.009 -3.089 4.916 -0.035 -0.342 0.484 -0.15
C -22.163 -2.174 10.033 0.760 0.624 -1.203 -0.13
H -13.513 -8.935 6.334 -0.354 0.756 0.468 0.11
```
Positions in Å, forces in eV/Å.

Values from the calculation:
**Kohn-Sham gap**: 9.988 eV
**E_HOMO**: -0.347 Ha
**Total charge**: 0
**Energy**: -105366.2526 eV
**Energy above the lowest of the compared OMol25 structures with the same formula, charge and spin**: 5.8 kcal per mole
**LUMO energy**: 0.54 eV

No. 4
Below is a single C23H26FN3O4S molecule in a non-equilibrium geometry, with properties calculated with the ωB97M-V functional and the def2-TZVPD basis.

```
58
Properties=species:S:1:pos:R:3:forces:R:3:lowdin_charge:R:1
H 4.160 -4.069 1.499 -0.053 0.053 -0.072 0.13
H 1.763 3.484 -0.669 -0.025 0.129 0.004 0.11
C 4.594 -3.295 0.865 -0.296 0.027 -0.002 -0.19
C -7.417 -0.482 0.037 -0.285 -0.198 -0.034 0.00
H 4.471 -3.566 -0.192 0.011 -0.047 0.164 0.12
O 3.835 -1.958 -1.815 -0.259 0.032 0.203 -0.28
F -9.177 -2.019 -0.250 0.119 0.013 -0.005 0.06
C 1.467 -0.352 -0.931 -0.047 -0.165 -0.054 0.01
H -0.110 4.205 -1.510 -0.045 -0.018 -0.035 0.12
C 6.026 -0.868 0.691 0.596 -0.167 -0.186 -0.17
H 6.549 -2.481 -0.636 0.083 -0.018 0.066 0.13
H -1.451 3.912 2.475 0.026 -0.008 0.085 0.11
C -6.969 -2.786 -0.546 -0.204 0.034 0.036 0.00
H 2.881 -1.973 0.764 -0.122 -0.102 0.190 0.11
C 3.912 -1.945 1.112 -0.152 -0.554 0.105 -0.16
C -6.060 -0.230 0.029 0.206 -0.238 -0.059 -0.03
C 0.324 0.408 -0.733 0.381 0.146 0.141 -0.14
C 2.805 1.647 -0.929 0.134 0.058 -0.047 -0.05
C 6.630 -2.251 0.438 0.099 0.307 0.017 -0.19
O 5.967 -3.238 1.196 0.062 -0.036 0.176 -0.13
C -1.262 -1.441 -0.301 0.015 0.311 0.008 -0.46
H -1.277 5.500 0.728 0.033 0.058 -0.014 0.10
C -7.855 -1.763 -0.252 0.161 0.118 0.022 -0.27
H -5.708 0.766 0.253 0.054 0.094 0.013 0.11
H -4.926 -3.313 -0.782 0.063 -0.105 -0.038 0.11
C 0.416 1.813 -0.627 0.175 -0.376 -0.017 -0.16
H -8.133 0.292 0.260 -0.086 0.056 0.018 0.12
O -0.439 -2.255 0.068 0.056 -0.185 -0.019 0.07
N -0.946 -0.167 -0.681 -0.205 0.209 -0.128 0.13
H 6.164 -0.581 1.739 -0.035 -0.001 -0.081 0.13
H -2.466 2.535 0.786 0.001 -0.067 0.058 0.12
H 6.480 -0.125 0.037 0.172 -0.011 0.178 0.11
C -0.789 3.589 1.674 -0.047 -0.082 -0.023 -0.15
H -1.826 4.169 -1.097 0.119 0.070 -0.013 0.12
C -2.703 -1.771 -0.358 -0.417 0.052 0.110 0.02
C -0.819 3.943 -0.729 -0.102 0.244 -0.157 -0.17
C -5.616 -2.519 -0.546 0.032 0.236 0.055 -0.02
H 7.678 -2.285 0.743 -0.035 0.049 -0.102 0.13
N 4.602 -0.875 0.414 -0.192 0.278 -0.956 -0.23
H 0.163 3.290 2.113 -0.011 -0.003 0.044 0.11
C -5.135 -1.239 -0.256 -0.533 -0.027 0.006 -0.22
H 1.402 -1.421 -1.045 -0.079 -0.068 -0.008 0.11
H -1.168 1.448 1.345 -0.071 -0.017 -0.064 0.12
H -1.693 0.475 -0.913 0.067 -0.114 -0.043 0.12
O 5.189 0.099 -1.829 0.004 0.183 0.184 -0.29
H 0.432 5.083 0.661 0.012 0.063 0.014 0.10
C -0.576 4.676 0.608 0.024 0.002 -0.035 -0.16
H -7.347 -3.771 -0.771 -0.055 -0.088 -0.023 0.12
C -1.382 2.411 0.884 -0.041 0.046 0.416 -0.17
S 4.175 -0.702 -1.206 -0.171 0.338 0.413 0.69
N -0.789 2.517 -0.446 -0.158 -0.137 -0.285 -0.12
H 3.780 2.098 -1.013 0.096 0.157 0.003 0.12
C 1.667 2.412 -0.744 -0.035 -0.104 0.026 0.01
H -2.879 -2.835 -0.413 -0.020 -0.097 -0.011 0.11
C -3.719 -0.908 -0.250 0.650 -0.194 -0.026 -0.03
C 2.694 0.275 -1.015 0.300 -0.239 -0.126 -0.26
H -3.518 0.148 -0.115 0.093 0.104 0.004 0.10
H 3.930 -1.707 2.180 -0.064 -0.002 -0.096 0.13
```
Positions in Å, forces in eV/Å.

Values from the calculation:
**Kohn-Sham gap**: 8.160 eV
**E_HOMO**: -0.307 Ha
**Total charge**: 0
**Energy**: -50485.3410 eV
**Energy above the lowest of the compared OMol25 structures with the same formula, charge and spin**: 47.5 kcal per mole
**LUMO energy**: -0.19 eV